[1]
2 unconnected molecules or ions with the total composition C4H3OPS at a distorted geometry, computed with ωB97M-V/def2-TZVPD.

Structure (XYZ):
```
10
C4H3OPS ωB97M-V/def2-TZVPD
C -0.1636 -0.0147 0.1160
C 1.1384 0.5597 0.0170
C -0.5125 -0.7267 -0.9832
C 1.7250 0.2389 -1.1511
O 3.3168 0.8577 -4.9466
P 3.8588 1.2820 -3.6786
S 0.7414 -0.7269 -2.1717
H -0.7959 0.1157 0.9755
H 1.5838 1.1669 0.7832
H -1.4230 -1.2561 -1.1849
```

Values from the calculation:
HOMO-LUMO gap (alpha / beta)   0.2998 / 0.2374 Eh
Spin multiplicity   1



[2]
A molecular structure, C4H3OTl at a distorted geometry, computed with ωB97M-V/def2-TZVPD.

Structure (XYZ):
```
9
C4H3OTl ωB97M-V/def2-TZVPD
C 0.4870 0.7190 2.0440
C 0.9260 1.0109 3.3699
C 1.6406 0.2047 2.5870
H 0.6130 1.4280 4.3263
C -0.5622 -3.1705 1.7703
O -1.4485 -2.4863 1.2752
Tl -1.6182 -0.1764 0.6994
H 0.4554 -3.1448 1.3370
H -0.8113 -3.9639 2.4985
```

Values from the calculation:
HOMO-LUMO gap (alpha / beta)   0.3486 / 0.2766 Eh
Expectation value of S²   0.754
Spin multiplicity   2
Total charge   +1



[3]
A molecular structure, C4H3PS at a distorted geometry, computed with ωB97M-V/def2-TZVPD.

Structure (XYZ):
```
9
C4H3PS ωB97M-V/def2-TZVPD
C -2.8735 1.0137 0.1953
C -1.6431 0.5852 0.1757
C 1.1472 0.1542 -0.3974
C 0.4390 -0.8596 0.3750
P 0.1643 0.9728 0.9017
S -1.1727 -1.0261 -0.3957
H 2.0807 0.3705 -0.0118
H 0.9978 0.6109 -1.4256
H 0.8602 -1.8215 0.5827
```

Values from the calculation:
HOMO-LUMO gap   0.2806 Eh
Spin multiplicity   1